# C13H20NO4

2 unconnected molecules or ions with the total composition C13H20NO4 at a distorted geometry (wB97M-V/def2-TZVPD, the Open Molecules 2025 dataset).

The total charge is +1. The value obtained for the HOMO energy is -12.40 eV. As for the orbital gap: 8.38 eV. The largest force on an atom comes out at 0.056 hartree/bohr.

Last column: Löwdin charge in e.
Atoms and positions in Å:
O: 2.59 -0.03 2.24  0.101
C: 1.84 0.88 1.95  -0.397
C: 2.27 2.28 1.92  0.032
C: 1.41 3.22 1.54  0.039
C: 0.03 2.93 1.11  -0.330
O: -0.66 3.81 0.65  0.151
C: -0.44 1.52 1.20  -0.135
C: -1.82 1.10 0.78  -0.066
C: -2.94 2.12 1.09  -0.352
C: -2.96 2.71 2.44  -0.009
O: -3.94 1.66 1.93  -0.055
C: 0.44 0.60 1.59  0.033
H: 3.29 2.49 2.20  0.128
H: 1.71 4.26 1.51  0.129
H: -1.80 0.95 -0.30  0.113
H: -2.12 0.20 1.32  0.128
H: -3.23 2.78 0.28  0.148
H: -2.51 2.21 3.28  0.120
H: -3.57 3.59 2.54  0.116
H: 0.15 -0.44 1.65  0.117
C: 2.20 -2.58 -1.21  -0.017
C: 0.92 -3.23 -1.72  -0.294
C: 0.18 -2.44 -2.79  -0.173
O: -0.46 -1.32 -2.21  -0.196
C: 0.23 -0.07 -2.32  -0.054
N: -0.05 -3.32 -0.56  0.226
H: 2.00 -1.67 -0.65  0.077
H: 2.75 -3.26 -0.56  0.097
H: 2.84 -2.33 -2.05  0.105
H: 1.12 -4.24 -2.05  0.158
H: -0.61 -3.06 -3.23  0.139
H: 0.85 -2.16 -3.60  0.139
H: 0.85 -0.03 -3.22  0.101
H: 0.85 0.10 -1.44  0.075
H: -0.52 0.72 -2.37  0.095
H: 0.39 -3.63 0.30  0.176
H: -0.83 -3.95 -0.77  0.180
H: -0.45 -2.38 -0.44  0.154

# C13H20Si

C13H20Si in the gas phase at a distorted geometry (wB97M-V/def2-TZVPD, the Open Molecules 2025 dataset).

The value obtained for the HOMO energy is -8.91 eV. As for the orbital gap: 9.73 eV. The largest force on an atom comes out at 0.130 hartree/bohr. The structure (SMILES) is CC(C)(C)[Si@@H]1CCCc2ccccc21.

Last column: Löwdin charge in e.
Atoms and positions in Å:
C: -3.27 2.11 -0.52  -0.068
C: -2.15 2.80 -0.08  -0.078
C: -3.21 0.74 -0.54  -0.072
C: -1.03 2.16 0.40  -0.123
C: -2.12 0.09 -0.06  -0.279
C: -1.01 0.78 0.42  -0.226
C: -2.10 -1.41 -0.15  -0.189
C: -1.42 -2.10 1.07  -0.243
C: 0.14 -1.95 1.14  -0.239
C: 3.22 -0.82 0.35  -0.098
C: 1.74 -0.51 -1.72  -0.074
C: 2.40 1.43 -0.36  -0.140
C: 2.07 -0.05 -0.29  -0.637
Si: 0.58 -0.13 1.01  0.797
H: -4.10 2.56 -0.86  0.064
H: -1.92 3.87 -0.10  0.107
H: -4.09 0.09 -1.04  0.165
H: -0.09 2.55 0.78  0.088
H: -3.25 -1.83 -0.14  0.158
H: -1.62 -1.88 -0.98  0.096
H: -1.92 -1.55 1.79  0.078
H: -1.85 -3.15 0.95  0.129
H: 0.28 -2.48 2.04  0.052
H: 0.79 -2.43 0.46  0.043
H: 3.53 -0.34 1.19  0.055
H: 3.02 -1.81 0.59  0.058
H: 3.91 -0.98 -0.41  0.065
H: 0.64 -0.37 -2.10  0.118
H: 1.96 -1.62 -1.78  0.104
H: 2.33 0.00 -2.34  0.016
H: 1.79 1.90 -0.99  0.009
H: 2.37 2.05 0.65  0.102
H: 3.56 1.58 -0.67  0.135
H: 0.86 0.70 2.32  0.028

# C13H21AsN4O5PRuS4

A molecular structure, C13H21AsN4O5PRuS4 (wB97M-V/def2-TZVPD, the Open Molecules 2025 dataset).

The total charge is -2. The value obtained for the HOMO energy (alpha / beta) is -1.69 / -1.69 eV. The spin multiplicity is 6. As for the orbital gap (alpha / beta): 5.95 / 5.95 eV. The largest force on an atom comes out at 0.004 hartree/bohr. As for the expectation value of S²: 8.76.

Last column: Löwdin charge in e.
Atoms and positions in Å:
Ru: -0.44 -0.01 -0.16  0.992
O: 2.26 -3.41 -0.67  -0.002
C: 1.67 -2.35 -0.44  -0.638
O: 0.44 -2.07 -0.62  -0.143
C: 2.48 -1.21 0.16  -0.176
C: 3.81 -1.33 0.54  -0.006
C: 4.42 -0.25 1.16  -0.062
C: 3.68 0.90 1.41  -0.019
C: 2.35 0.94 1.00  -0.194
N: 1.80 -0.09 0.37  0.059
C: 1.40 2.08 1.31  -0.649
O: 1.79 2.95 2.09  -0.013
O: 0.29 2.01 0.72  -0.143
H: 4.32 -2.26 0.35  0.108
H: 5.45 -0.30 1.46  0.095
H: 4.08 1.76 1.93  0.109
S: -4.49 2.04 -1.19  -0.248
As: -3.39 0.26 -1.42  -0.565
S: -1.32 0.70 -2.23  -0.080
S: -2.68 -0.45 0.59  -0.003
S: -4.25 -1.31 -2.51  -0.237
C: 0.08 1.96 5.55  -0.137
N: 0.38 0.84 4.69  -0.285
C: 1.80 0.60 4.51  -0.106
P: -0.72 0.08 3.69  0.513
O: -0.03 -0.37 2.46  -0.342
N: -1.95 1.16 3.61  -0.303
C: -1.71 2.45 2.96  -0.102
C: -3.36 0.82 3.67  -0.139
N: -1.32 -1.25 4.49  -0.313
C: -1.76 -2.41 3.74  -0.114
C: -1.77 -1.19 5.86  -0.127
H: 0.51 2.89 5.16  0.086
H: 0.49 1.79 6.55  0.073
H: -0.99 2.10 5.64  0.069
H: 2.28 1.48 4.08  0.071
H: 1.95 -0.24 3.84  0.074
H: 2.27 0.37 5.48  0.075
H: -0.65 2.68 2.91  0.059
H: -2.23 3.23 3.52  0.083
H: -2.09 2.43 1.94  0.076
H: -3.49 -0.22 3.96  0.053
H: -3.82 0.95 2.69  0.041
H: -3.87 1.46 4.40  0.080
H: -1.39 -2.36 2.72  0.058
H: -2.86 -2.47 3.70  0.077
H: -1.39 -3.33 4.21  0.078
H: -1.37 -0.30 6.35  0.066
H: -1.41 -2.06 6.41  0.077
H: -2.86 -1.16 5.94  0.075

Energy relative to the best compared isomer or geometry (same formula, charge and spin) (computed, kcal/mol): 41.9; 27.5; 0.0